{
  "formula": "C4H15NO5S",
  "method": "wB97M-V/def2-TZVPD",
  "symbols": ["O", "C", "N", "C", "C", "S", "C", "O", "H", "H", "H", "H", "H", "H", "H", "H", "H", "H", "H", "O", "H", "H", "O", "H", "H", "O"],
  "positions_angstrom": [[-1.767, -1.702, 0.487], [-1.449, -0.954, -0.429], [-0.997, 0.312, -0.256], [-1.137, 1.027, 1.004], [-0.595, 0.124, 2.102], [-1.750, -0.492, 3.317], [-0.300, 2.317, 0.771], [0.907, 2.051, 0.063], [-1.515, -1.278, -1.468], [-1.008, 0.952, -1.026], [-2.140, 1.447, 0.983], [-0.081, -0.696, 1.615], [0.076, 0.662, 2.781], [-2.021, -1.687, 2.747], [-0.114, 2.891, 1.685], [-0.841, 2.988, 0.099], [1.136, 1.119, 0.134], [1.247, -1.152, -2.038], [0.761, -2.090, -3.219], [1.321, -2.021, -2.441], [1.639, -1.896, 0.631], [2.904, -2.528, 0.848], [2.022, -2.569, 1.215], [1.690, 1.550, -2.777], [1.135, 0.434, -3.680], [0.876, 1.191, -3.146]],
  "mulliken_charge": [-0.506, -0.140, -0.109, 0.074, -0.369, 0.237, -0.726, -0.470, 0.380, 0.233, 0.459, 0.051, 0.477, 0.317, 0.375, 0.372, 0.326, 0.286, 0.317, -0.605, 0.268, 0.332, -0.591, 0.323, 0.306, -0.617],
  "largest_force_ev_per_a": 2.12,
  "total_charge": 1,
  "multiplicity": 2,
  "homo_energy_ev": [-14.4, -14.3]
}



{
  "formula": "C31H33N3O5S",
  "method": "wB97M-V/def2-TZVPD",
  "symbols": ["O", "C", "C", "C", "C", "C", "S", "O", "O", "N", "C", "C", "C", "C", "C", "C", "C", "C", "N", "C", "C", "C", "C", "N", "C", "O", "C", "C", "C", "C", "C", "C", "C", "C", "C", "C", "C", "O", "C", "C", "H", "H", "H", "H", "H", "H", "H", "H", "H", "H", "H", "H", "H", "H", "H", "H", "H", "H", "H", "H", "H", "H", "H", "H", "H", "H", "H", "H", "H", "H", "H", "H", "H"],
  "positions_angstrom": [[-3.096, -3.765, 1.493], [-2.492, -3.204, 0.603], [-1.026, -2.878, 0.713], [-0.693, -1.737, 1.440], [0.627, -1.333, 1.522], [1.609, -2.082, 0.904], [3.286, -1.444, 0.894], [3.339, -0.335, 1.806], [4.192, -2.540, 1.064], [3.493, -0.851, -0.633], [3.039, 0.479, -0.935], [1.581, 0.523, -1.403], [1.344, -0.120, -2.767], [1.834, -1.565, -2.873], [3.356, -1.668, -2.992], [4.100, -1.671, -1.650], [1.301, -3.260, 0.250], [-0.024, -3.658, 0.149], [-3.089, -2.781, -0.542], [-2.404, -2.026, -1.566], [-2.428, -0.527, -1.226], [-3.589, -0.247, -0.261], [-3.850, 1.258, -0.148], [-2.597, 1.963, 0.111], [-2.004, 1.729, 1.344], [-2.586, 1.085, 2.193], [-0.646, 2.257, 1.535], [0.051, 1.967, 2.692], [1.359, 2.428, 2.865], [1.959, 3.192, 1.898], [1.273, 3.525, 0.711], [1.842, 4.322, -0.304], [1.142, 4.612, -1.447], [-0.146, 4.103, -1.638], [-0.737, 3.317, -0.669], [-0.044, 3.033, 0.526], [-2.062, 2.726, -0.915], [-2.656, 2.866, -1.966], [-4.811, -1.042, -0.722], [-4.522, -2.548, -0.540], [-1.463, -1.166, 1.935], [0.917, -0.441, 2.053], [3.696, 0.918, -1.691], [3.133, 1.055, -0.011], [1.268, 1.567, -1.452], [0.967, 0.024, -0.650], [1.837, 0.478, -3.537], [0.271, -0.093, -2.971], [1.389, -2.007, -3.768], [1.488, -2.137, -2.011], [3.712, -0.837, -3.604], [3.622, -2.589, -3.514], [5.137, -1.346, -1.817], [4.139, -2.676, -1.229], [2.097, -3.855, -0.170], [-0.281, -4.568, -0.373], [-2.935, -2.213, -2.504], [-1.381, -2.386, -1.679], [-2.554, 0.063, -2.135], [-1.482, -0.237, -0.763], [-3.322, -0.605, 0.738], [-4.256, 1.658, -1.079], [-4.538, 1.457, 0.676], [-0.434, 1.377, 3.455], [1.897, 2.171, 3.763], [2.969, 3.549, 2.032], [2.843, 4.703, -0.164], [1.585, 5.229, -2.214], [-0.695, 4.308, -2.545], [-5.689, -0.766, -0.139], [-5.017, -0.813, -1.769], [-4.990, -3.133, -1.338], [-4.896, -2.907, 0.421]],
  "mulliken_charge": [-0.681, 0.180, -0.275, -0.318, -0.701, 0.438, 1.269, -0.642, -0.755, 0.351, -1.958, 2.948, -1.328, 0.097, -0.926, -0.567, -0.894, -0.126, 0.148, -1.370, 1.243, 1.322, -2.289, 0.301, 0.342, -0.678, -0.148, -0.532, -0.418, -0.774, 0.858, -0.673, -0.800, -0.379, 0.424, 0.715, 0.178, -0.691, -1.145, -1.006, 0.635, 0.643, 0.380, 0.609, -0.589, -1.087, 0.419, 0.425, 0.519, -0.371, 0.370, 0.398, 0.245, 0.374, 0.414, 0.520, 0.421, 0.302, 0.835, -1.423, 0.139, 0.498, 0.375, 0.456, 0.417, 0.405, 0.453, 0.397, 0.539, 0.419, 0.386, 0.321, 0.417],
  "e_above_lowest_kcal_mol": 0.0,
  "largest_force_ev_per_a": 1.13,
  "total_charge": 0,
  "smiles": "O=C(c1ccc(S(=O)(=O)N2CCCCCC2)cc1)N1CCC(CN2C(=O)c3cccc4cccc(c34)C2=O)CC1",
  "homo_energy_ev": -9.1
}



{
  "formula": "C3H5N3O",
  "method": "wB97M-V/def2-TZVPD",
  "symbols": ["C", "C", "C", "N", "N", "N", "O", "H", "H", "H", "H", "H"],
  "positions_angstrom": [[0.964, 0.443, 0.556], [2.295, 0.024, 0.155], [-1.381, -0.686, 0.252], [0.678, -1.296, -0.769], [3.333, 0.595, 0.548], [0.155, -0.385, 0.011], [2.026, -1.035, -0.745], [0.701, 1.204, 1.315], [-1.438, -1.646, -0.214], [-1.932, 0.088, -0.131], [-1.348, -0.680, 1.303], [4.263, 0.096, 0.373]],
  "mulliken_charge": [-0.074, 0.212, -0.815, -0.573, -0.658, 0.501, -0.210, 0.355, 0.355, 0.303, 0.353, 0.251],
  "e_above_lowest_kcal_mol": 105.7,
  "largest_force_ev_per_a": 4.74,
  "total_charge": 0,
  "homo_energy_ev": -7.8
}



{
  "formula": "C6H10N2O2S",
  "method": "wB97M-V/def2-TZVPD",
  "symbols": ["C", "N", "S", "O", "O", "C", "C", "C", "N", "C", "C", "H", "H", "H", "H", "H", "H", "H", "H", "H", "H"],
  "positions_angstrom": [[-0.741, 1.884, 1.705], [0.191, 0.957, 1.214], [-0.083, -0.698, 1.452], [-1.364, -0.942, 2.044], [1.131, -1.219, 2.031], [-0.272, -1.297, -0.318], [-1.123, -0.296, -0.997], [-0.619, 0.585, -1.851], [0.653, 0.551, -2.404], [1.422, -0.330, -1.929], [1.135, -1.382, -0.934], [-1.561, 1.581, 1.201], [-0.845, 1.922, 2.818], [-0.588, 2.993, 1.425], [1.196, 1.042, 1.301], [-0.729, -2.348, 0.020], [-2.198, -0.065, -0.804], [-1.216, 1.372, -2.288], [2.559, -0.405, -2.359], [1.966, -1.441, -0.062], [1.085, -2.462, -1.265]],
  "mulliken_charge": [-0.737, -0.260, 1.051, -0.644, -0.679, 0.010, -0.764, -0.100, -0.572, 0.104, -0.726, 0.293, 0.269, 0.285, 0.275, 0.494, 0.390, 0.395, 0.247, 0.301, 0.368],
  "e_above_lowest_kcal_mol": 98.5,
  "largest_force_ev_per_a": 4.24,
  "total_charge": 0,
  "smiles": "CNS(=O)(=O)[C@H]1C=CN=CC1",
  "homo_energy_ev": -9.2
}



{
  "formula": "C31H44NOP2ReS",
  "method": "wB97M-V/def2-TZVPD",
  "symbols": ["Re", "C", "C", "C", "P", "C", "C", "C", "C", "C", "C", "C", "C", "C", "N", "C", "C", "C", "C", "C", "C", "P", "C", "C", "C", "C", "C", "C", "H", "H", "H", "H", "H", "H", "H", "H", "H", "H", "H", "H", "H", "H", "H", "H", "H", "H", "H", "H", "H", "H", "H", "H", "H", "H", "H", "H", "H", "H", "H", "H", "H", "H", "H", "H", "C", "S", "O", "C", "C", "C", "C", "C", "C", "H", "H", "H", "H", "H", "H", "H", "H"],
  "positions_angstrom": [[-0.151, -0.301, 0.069], [2.613, -1.010, 3.426], [2.721, 0.187, 2.478], [2.036, 1.444, 3.028], [2.083, -0.130, 0.796], [3.008, -1.445, -0.104], [2.855, -2.840, 0.503], [2.590, -1.445, -1.582], [2.310, 1.335, -0.266], [3.480, 1.720, -0.914], [3.437, 2.769, -1.819], [2.230, 3.407, -2.117], [1.054, 3.040, -1.485], [1.105, 2.016, -0.547], [-0.021, 1.553, 0.219], [-0.742, 2.471, 1.049], [-0.410, 3.807, 1.190], [-1.146, 4.590, 2.075], [-2.196, 4.052, 2.805], [-2.513, 2.702, 2.685], [-1.781, 1.907, 1.818], [-1.952, 0.134, 1.558], [-3.365, -0.109, 0.399], [-2.926, 0.237, -1.030], [-4.591, 0.733, 0.769], [-2.185, -0.850, 3.082], [-1.188, -0.405, 4.149], [-3.618, -0.842, 3.623], [2.829, -0.669, 4.438], [3.334, -1.790, 3.196], [1.619, -1.453, 3.427], [3.783, 0.413, 2.318], [0.966, 1.289, 3.173], [2.182, 2.309, 2.380], [2.472, 1.684, 3.998], [4.060, -1.143, -0.044], [1.844, -3.223, 0.358], [3.088, -2.873, 1.562], [3.544, -3.518, -0.002], [1.510, -1.609, -1.707], [3.083, -2.275, -2.091], [2.849, -0.529, -2.107], [4.419, 1.219, -0.712], [4.347, 3.093, -2.307], [2.216, 4.205, -2.848], [0.119, 3.538, -1.711], [0.412, 4.249, 0.644], [-0.889, 5.634, 2.196], [-2.764, 4.679, 3.478], [-3.325, 2.289, 3.268], [-3.612, -1.173, 0.482], [-2.680, 1.297, -1.119], [-3.739, 0.037, -1.730], [-2.062, -0.342, -1.397], [-4.379, 1.795, 0.650], [-4.938, 0.559, 1.785], [-5.410, 0.481, 0.095], [-1.952, -1.867, 2.742], [-1.447, 0.584, 4.529], [-0.174, -0.375, 3.765], [-1.225, -1.100, 4.988], [-3.922, 0.150, 3.956], [-3.649, -1.494, 4.497], [-4.346, -1.222, 2.910], [-2.448, -3.798, -1.201], [-0.819, -3.187, -1.585], [-0.560, -2.194, -0.366], [0.202, -4.573, -1.294], [1.045, -4.922, -2.346], [1.858, -6.038, -2.203], [1.828, -6.763, -1.021], [0.988, -6.393, 0.029], [0.159, -5.296, -0.101], [-2.465, -4.222, -0.199], [-2.669, -4.566, -1.944], [-3.151, -2.973, -1.308], [1.053, -4.345, -3.263], [2.506, -6.340, -3.014], [2.461, -7.635, -0.913], [0.975, -6.972, 0.942], [-0.497, -5.007, 0.711]],
  "mulliken_charge": [0.731, -1.688, 0.725, -1.544, 0.144, 0.750, -1.322, -1.362, 0.493, -0.864, -0.789, -0.793, -0.594, -0.333, 0.812, 0.569, -0.564, -1.086, -0.829, -0.460, -0.091, -0.091, 0.613, -1.624, -1.634, 0.744, -1.212, -1.460, 0.460, 0.412, 0.372, 0.703, 0.185, 0.339, 0.596, 0.634, 0.192, 0.207, 0.526, 0.176, 0.482, 0.282, 0.508, 0.502, 0.492, 0.661, 0.560, 0.470, 0.528, 0.398, 0.531, 0.318, 0.548, 0.306, 0.351, 0.394, 0.500, 0.506, 0.334, -0.111, 0.560, 0.277, 0.492, 0.419, -1.067, 0.321, -0.369, 0.861, -0.200, -0.771, -0.480, -0.814, -0.210, 0.386, 0.494, 0.380, 0.505, 0.445, 0.465, 0.460, 0.241],
  "e_above_lowest_kcal_mol": 4.6,
  "largest_force_ev_per_a": 0.90,
  "total_charge": 3,
  "multiplicity": 2,
  "homo_energy_ev": [-17.2, -17.2]
}